# 1
The following is a DFT calculation (ωB97M-V/def2-TZVPD) of C40H46P2SiSn as an isolated structure.

Output
- Charge: +2
- Calculated total energy: -2737.4495 a.u.
- F_max: 3.6 eV/A
- LUMO level (alpha / beta): -9.1 / -10.1 eV
- HOMO energy (alpha / beta): -12.50 / -12.50 eV

Last column: Löwdin charge in e.
Cartesian coordinates (Å):
Sn1 -0.259798 0.128460 1.691954  1.2851
P1 -3.446622 -0.526812 1.103120  1.0328
P2 -2.113226 2.326475 0.150653  0.9748
Si1 5.039105 0.124671 2.786508  0.4781
C1 -4.984891 4.532883 -1.936306  -0.0570
C2 3.279703 0.217900 2.137691  -0.1840
C3 0.147823 -1.560893 3.113044  -0.2213
C4 -2.881781 -2.265857 0.823613  -0.4373
C5 4.978952 -0.062401 -1.877786  -0.1108
C6 -5.860145 -2.133838 1.232464  -0.0276
C7 2.060940 0.294867 1.853605  -0.2638
C8 5.672271 1.736428 3.546899  -0.1996
C9 -0.772419 2.878077 -1.000144  -0.4132
C10 0.720163 4.639428 -1.699737  -0.0447
C11 -4.947810 5.410657 0.314183  -0.0623
C12 -2.137896 -4.307789 1.880266  -0.0639
C13 2.352924 -1.733275 -2.457415  -0.1923
C14 -3.982701 3.626767 -1.591678  -0.1023
C15 0.196393 1.932595 -1.380264  -0.1434
C16 2.889934 -3.136084 -2.308633  -0.1261
C17 -2.238425 -4.153276 -0.532354  -0.0400
C18 -2.613859 -3.006902 1.992127  -0.1525
C19 -1.951167 -4.879820 0.624069  -0.0399
C20 -3.950152 4.492855 0.667109  -0.0937
C21 -2.686920 1.080253 -1.031728  -0.3510
C22 3.133352 -0.786597 -3.432092  -0.1895
C23 1.771857 3.710593 -1.781643  -0.0383
C24 -3.385278 -0.006375 -0.636605  -0.3422
C25 1.514228 2.355966 -1.544379  -0.0592
C26 4.022068 0.218853 -2.784616  -0.1392
C27 -7.229067 -2.362595 1.033001  -0.0052
C28 -8.061012 -1.315163 0.629830  0.0158
C29 -0.524864 4.238456 -1.208868  -0.0753
C30 -5.310255 -0.859193 1.010544  -0.2824
C31 -3.439186 3.602866 -0.303686  -0.3677
C32 -5.461596 5.436059 -0.988537  -0.0545
C33 -6.165723 0.194426 0.624039  -0.0482
C34 4.176980 -3.500126 -2.398475  -0.1088
C35 -7.528450 -0.036075 0.427676  -0.0142
C36 5.401681 -1.424360 -1.434326  -0.1947
C37 5.344304 -2.559569 -2.514877  -0.1794
C38 5.181840 -1.198294 4.127049  -0.2005
C39 -2.701515 -2.842118 -0.433602  -0.0777
C40 6.565951 -0.276971 1.717201  -0.1789
H1 5.401255 -2.099365 -3.512056  0.1109
H2 0.884353 5.688305 -1.968612  0.1213
H3 -3.644759 2.926176 -2.352094  0.0975
H4 6.178659 -1.186438 4.601093  0.0497
H5 -0.052026 0.875266 -1.459556  0.0847
H6 -2.094011 -4.581391 -1.523421  0.1227
H7 1.166271 -1.289578 3.427452  -0.0076
H8 -0.521326 -1.711657 3.980043  0.0302
H9 5.794145 2.491995 2.749217  0.0390
H10 2.310950 1.629076 -1.441995  0.0867
H11 6.672752 1.581645 3.993743  0.0477
H12 5.568170 0.745068 -1.428182  0.1002
H13 -9.124218 -1.497178 0.483409  0.1368
H14 3.707314 -1.372781 -4.164285  0.1135
H15 -1.557129 -5.892246 0.539550  0.1239
H16 -2.764725 -2.539300 2.969374  0.1097
H17 4.414830 -1.097547 4.904391  0.0254
H18 2.776904 4.040287 -2.020037  0.1167
H19 4.496586 -4.551066 -2.333338  0.1077
H20 2.372962 -0.254876 -4.026489  0.1068
H21 2.150947 -3.917958 -2.060970  0.0963
H22 6.448289 -1.342780 -1.075487  0.1025
H23 -6.229456 6.156186 -1.266504  0.1180
H24 7.427371 0.276154 2.139056  0.0466
H25 -7.633745 -3.364606 1.192588  0.1323
H26 -5.220202 -2.972325 1.516268  0.1129
H27 -5.377127 4.521988 -2.951148  0.1173
H28 5.061417 -2.200521 3.686414  0.0321
H29 -1.900256 -4.857505 2.792349  0.1248
H30 6.858841 -1.338777 1.745187  0.0417
H31 -2.530767 1.294574 -2.101722  0.1024
H32 6.486010 -0.011887 0.656008  -0.0047
H33 -5.758854 1.191474 0.433233  0.1168
H34 -8.183279 0.776740 0.113711  0.1294
H35 -1.307446 4.972760 -0.965380  0.1145
H36 6.262855 -3.156879 -2.355894  0.1140
H37 -3.571046 4.470830 1.692927  0.1060
H38 -3.984201 -0.589042 -1.359466  0.1033
H39 -2.921651 -2.275006 -1.343278  0.1000
H40 2.244384 -1.244433 -1.465616  0.1000
H41 -5.327213 6.114709 1.056097  0.1162
H42 4.819199 -1.749192 -0.554970  0.1148
H43 0.181136 -2.452257 2.476592  0.0160
H44 3.872137 1.255637 -3.085115  0.0928
H45 1.327771 -1.857568 -2.853127  0.0970
H46 5.002217 2.150139 4.311150  0.0290

Cartesian forces (eV/Å) of the 2 atoms listed first:
Sn 3.233 -0.129 0.459
P -2.709 -1.800 -1.649

=====

# 2
The following is a DFT calculation (ωB97M-V/def2-TZVPD) of C26H42N2O22 as an isolated structure.

Output
- Calculated total energy: -2779.4782 a.u.
- F_max: 17.6 eV/A
- LUMO level: -0.5 eV
- HOMO energy: -9.24 eV

Last column: Löwdin charge in e.
Cartesian coordinates (Å):
O1 0.165778 -1.520324 2.161507  -0.1213
O2 0.407138 1.073506 -0.616163  0.0792
O3 -3.418342 0.865056 -0.788483  0.1132
O4 -4.238782 2.309696 -2.313243  0.1001
O5 2.158468 -1.010274 -1.661063  -0.0499
O6 -3.178682 -0.887194 4.202287  0.0946
O7 -0.965072 6.012386 1.722097  0.0328
O8 2.061478 -2.271844 3.075737  0.1222
O9 1.141168 5.379186 1.602417  0.0836
O10 -1.211482 1.176326 0.793967  -0.0327
O11 -2.712552 3.726416 -1.338803  0.0669
O12 3.020818 -2.048574 0.283117  0.0195
O13 1.685558 -0.079424 3.164507  0.1506
O14 -1.054892 2.794106 -0.744753  -0.0365
O15 -3.420542 1.110856 3.464817  0.1149
O16 0.822548 -2.786304 -1.246943  0.0734
O17 0.160418 -1.027054 -2.484063  0.0049
O18 -3.049632 -0.931214 0.416937  -0.0517
O19 -4.418532 0.519186 5.451567  0.1296
O20 4.542768 -0.383294 -0.119573  0.1808
O21 4.135748 -2.018424 -1.634573  0.1136
O22 -2.103352 2.511796 -3.053873  0.0570
N1 -0.066762 5.132446 1.628767  -0.4527
N2 -2.749852 -0.172774 -0.520633  -0.2477
C1 -0.068522 1.184716 -3.165373  -0.0447
C2 -0.433842 0.122306 1.366787  -0.1212
C3 -1.592672 -0.631444 -1.346383  0.0713
C4 -0.669572 1.756476 -0.262573  -0.5151
C5 -0.189792 -3.239334 0.504687  0.0384
C6 -0.446672 3.726486 1.807757  0.0312
C7 1.054828 -1.701624 -1.735893  -0.5018
C8 2.127958 0.029966 0.616787  0.0216
C9 3.950658 -1.365824 -0.487723  -0.5129
C10 -1.595662 4.415166 -1.762733  -0.2541
C11 0.634698 0.011596 0.251137  -0.2014
C12 2.612778 -3.164994 -0.489103  -0.1427
C13 -2.233442 -0.817944 3.161857  -0.2067
C14 -3.779172 0.294306 4.433637  -0.5384
C15 -2.576142 -1.966534 2.165217  -0.0579
C16 3.253878 -3.089544 -1.842723  -0.2731
C17 3.942508 -4.371064 -2.359683  0.0099
C18 2.141498 0.059326 -2.545343  -0.0137
C19 -0.804942 4.981186 -0.527753  0.0094
C20 1.289838 -1.197784 2.919497  -0.4793
C21 1.442028 -3.448334 2.514517  -0.0184
C22 -2.438892 0.606946 2.578997  -0.0707
C23 -3.110482 2.802556 -2.249863  -0.5226
C24 0.801848 -0.064224 -3.258793  -0.1962
C25 -1.020682 3.343916 -2.697663  -0.1738
C26 0.108358 -2.904104 1.997017  -0.2562
H1 4.593048 -4.793714 -1.594003  0.0854
H2 -2.743162 0.650396 1.533227  0.1187
H3 1.987518 -3.854784 1.662847  0.1022
H4 2.369388 -1.003514 0.865247  0.0325
H5 -3.633522 -1.966584 1.900557  0.1170
H6 -0.238322 2.690276 -2.311983  0.0697
H7 -0.978582 1.073506 -3.754883  0.1345
H8 -0.117972 3.175486 0.926587  0.0828
H9 2.511928 -2.832364 -2.598683  0.1512
H10 4.652118 -4.156584 -3.158783  0.0841
H11 0.015998 0.398286 2.320507  0.1380
H12 -1.228212 -2.990794 0.285567  0.0981
H13 0.925408 -0.568194 -4.217353  0.1736
H14 0.438218 -0.889934 -0.329153  0.0976
H15 -0.102452 -4.298104 0.260797  0.1385
H16 -0.778862 -3.290684 2.498517  0.1252
H17 1.307358 -4.256974 3.232887  0.1436
H18 -2.501892 -2.993394 2.523197  0.0955
H19 -2.005882 -1.956404 1.236347  0.0338
H20 -1.434622 0.140856 -2.099143  0.0999
H21 2.862908 -4.107054 -0.001183  0.1376
H22 2.711908 0.321866 -0.256083  0.0776
H23 -1.528722 3.671976 1.927227  0.1451
H24 -0.718342 -0.702564 -0.699393  0.0657
H25 1.540088 -3.286354 -0.639763  -0.1002
H26 2.232778 0.956186 -1.932623  0.1527
H27 -1.959142 5.243236 -2.371243  0.1577
H28 2.966468 -0.084814 -3.243013  0.1665
H29 -1.228022 -0.881784 3.577967  0.1539
H30 2.499918 0.734786 1.360397  0.1266
H31 -0.497132 4.186476 0.151797  0.0264
H32 0.110188 5.429196 -0.914973  0.1180
H33 -0.378642 1.387316 -2.140253  0.0515
H34 0.577158 1.991766 -3.511603  0.1270
H35 -0.959842 -0.820054 1.519737  0.0799
H36 -1.646332 -1.607044 -1.829523  0.1554
H37 0.095498 3.297106 2.650237  0.1323
H38 3.325218 -5.179264 -2.751953  0.0888
H39 -1.588552 1.287386 2.624077  0.1255
H40 -0.660162 3.812496 -3.613393  0.1464
H41 -1.389912 5.791466 -0.092613  0.1016
H42 0.481348 -2.565594 -0.027983  0.0170

Cartesian forces (eV/Å) of the 2 atoms listed first:
O 5.297 -4.058 4.014
O 0.995 0.914 -0.057

=====

# 3
The following is a DFT calculation (ωB97M-V/def2-TZVPD) of C38H27NO7W as an isolated structure.

Output
- Charge: +2
- ΔE to the lowest compared entry with this formula, charge and spin: 0.0 kcal per mole
- Calculated total energy: -2112.2099 a.u.
- F_max: 0.6 eV/A
- LUMO level: -8.3 eV
- HOMO energy: -14.42 eV

Last column: Löwdin charge in e.
Cartesian coordinates (Å):
W1 -0.177357 0.049637 0.067822  2.0494
O1 1.200820 1.338074 0.629562  -0.1197
O2 2.740916 3.788549 1.890504  0.2068
O3 1.125562 4.428673 4.344683  0.2435
O4 -1.997095 -0.085451 -0.288392  -0.2733
O5 -0.913041 0.963009 1.663958  -0.1266
O6 1.305277 -0.982152 -0.222221  -0.2747
O7 -1.297463 2.654651 4.289200  0.2134
N1 -0.627969 -1.873640 -1.852964  0.1230
C1 4.503617 -1.673049 2.297226  -0.0441
C2 1.486578 -3.062626 -1.309615  -0.0393
C3 0.872859 3.610387 3.530228  -0.1865
C4 1.235325 1.430382 -3.432705  -0.0037
C5 -3.346805 2.470000 -2.646202  -0.0238
C6 -0.399255 2.685787 3.511513  -0.2196
C7 3.481515 -3.792469 0.829824  -0.0140
C8 -4.613992 3.090393 -0.258118  -0.0426
C9 4.632846 -3.961387 1.585905  -0.0434
C10 0.158704 -2.954797 -2.023027  -0.2315
C11 0.322231 -2.745035 0.904098  -0.1182
C12 0.764220 3.149240 -1.795071  -0.0130
C13 -2.570022 -0.516283 -2.541301  -0.0418
C14 -1.749718 -1.780270 -2.579708  -0.2380
C15 -0.182356 1.867725 2.285788  -0.1983
C16 0.150470 0.698603 -3.016084  0.0044
C17 -3.092404 1.711935 -1.504208  -0.2000
C18 1.546958 2.654036 -2.823305  0.0214
C19 1.533457 -2.402158 0.050877  -0.3651
C20 -0.664572 1.154901 -1.937646  -0.2602
C21 -1.546387 -4.105988 1.518361  0.0362
C22 5.144368 -2.903540 2.320550  -0.0474
C23 -3.724710 2.021773 -0.310111  -0.0175
C24 -0.331626 2.418515 -1.372151  -0.0459
C25 -4.236104 3.529069 -2.589145  -0.0433
C26 -0.217259 -1.701196 1.697643  -0.1561
C27 1.742239 3.263140 2.265958  -0.2241
C28 -0.194034 -3.985420 -2.879286  0.0086
C29 -2.113909 -3.075922 2.275416  -0.0106
C30 -2.099345 0.575139 -1.613301  -0.3899
C31 -0.344553 -3.949340 0.831280  0.0272
C32 2.833479 -2.560573 0.805807  -0.1471
C33 3.350261 -1.502178 1.547966  -0.0190
C34 -4.869796 3.842985 -1.392651  -0.0489
C35 -1.379642 -3.910195 -3.589996  -0.0002
C36 -2.164438 -2.785494 -3.442656  0.0142
C37 -1.440546 -1.885749 2.393851  -0.0052
C38 0.982970 2.138127 1.657569  -0.2074
H1 -0.995295 2.839097 -0.618771  0.1436
H2 -3.543469 1.434282 0.579949  0.1146
H3 -5.562138 4.672113 -1.348669  0.1183
H4 -1.817953 -1.087908 3.019990  0.1332
H5 -2.067004 -5.053040 1.448219  0.1341
H6 0.503632 -1.011948 2.157147  0.1404
H7 0.033033 -4.763341 0.228058  0.1362
H8 -0.091770 -0.219935 -3.527084  0.1226
H9 2.276425 -2.612108 -1.916996  0.1604
H10 5.128102 -4.922228 1.595034  0.1188
H11 0.463841 -4.837533 -2.983964  0.1316
H12 0.987326 4.102241 -1.335706  0.1359
H13 2.890410 -0.523575 1.510190  0.1004
H14 4.909616 -0.840892 2.855962  0.1171
H15 1.743009 -4.117612 -1.223996  0.1204
H16 -2.651513 -0.116897 -3.555613  0.1479
H17 3.102018 -4.640550 0.274823  0.1143
H18 -3.588925 -0.761066 -2.230894  0.1604
H19 6.044528 -3.034580 2.904923  0.1192
H20 2.397722 3.223368 -3.174626  0.1350
H21 -5.108637 3.327274 0.673720  0.1175
H22 -3.053254 -3.231145 2.786405  0.1296
H23 1.838430 1.074684 -4.256615  0.1295
H24 -4.434956 4.111067 -3.478631  0.1182
H25 -3.085033 -2.663420 -3.997506  0.1356
H26 -2.847508 2.248154 -3.583436  0.1264
H27 -1.674824 -4.708302 -4.257608  0.1304

Cartesian forces (eV/Å) of the 2 atoms listed first:
W 0.498 -0.297 -0.021
O -0.094 -0.131 -0.143

=====

# 4
The following is a DFT calculation (ωB97M-V/def2-TZVPD) of C5H8N2O in the gas phase.

Output
- ΔE to the lowest compared entry with this formula, charge and spin: 126.8 kcal per mole
- Calculated total energy: -379.8861 a.u.
- F_max: 5.9 eV/A
- LUMO level: 0.9 eV
- HOMO energy: -9.07 eV

Last column: Löwdin charge in e.
Cartesian coordinates (Å):
O1 -0.338109 1.755069 -2.443936  0.1234
N1 -0.421358 -1.147150 -0.191034  -0.0905
N2 0.829441 -1.134958 0.277868  -0.1531
C1 0.970240 1.393922 -0.355701  -0.0481
C2 -0.871252 -0.041807 -0.986857  -0.2113
C3 -1.469002 -0.189489 0.377728  -0.0603
C4 -0.008920 1.211812 -1.455086  -0.4254
C5 1.037616 -1.664367 1.374167  -0.0550
H1 0.479641 1.855700 0.644225  0.1426
H2 2.058707 -2.014092 1.898358  0.1211
H3 -0.030628 -2.012591 1.732067  0.1116
H4 -1.759610 -0.271658 -1.709748  0.1649
H5 -2.535704 -0.665691 0.448140  0.1365
H6 1.565634 0.427471 -0.121963  0.0865
H7 1.670514 2.193667 -0.731293  0.0887
H8 -1.177209 0.304163 1.243064  0.0685

Cartesian forces (eV/Å) of the 2 atoms listed first:
O 0.528 1.532 -1.516
N -2.631 0.373 -0.460